Record 1
Formula: C21H24N2O4
Source: the OMol25 dataset
Level of theory: ωB97M-V/def2-TZVPD

XYZ file:
```
51
Properties=species:S:1:pos:R:3:forces:R:3:lowdin_charge:R:1
C 2.711 3.190 5.392 0.1174 -0.1284 -0.1153 -0.0934
C 3.742 2.275 4.746 -0.2674 0.1038 0.0122 -0.1446
C 3.210 1.637 3.485 -0.2123 0.3961 0.2538 -0.4744
O 2.128 1.827 3.005 0.0959 -0.0278 0.0274 0.1305
O 4.151 0.827 2.955 0.3880 -0.4030 -0.1942 0.0714
C 3.891 0.094 1.806 -0.1121 -0.1021 -0.3931 -0.2187
C 2.699 -0.591 1.617 0.0390 0.0326 0.2042 0.0167
C 2.506 -1.309 0.453 0.2428 -0.0214 0.0033 -0.0127
C 3.499 -1.356 -0.520 0.2488 -0.0791 0.2823 -0.1674
C 3.308 -2.151 -1.769 0.0783 -0.0489 0.1045 -0.4379
O 4.133 -2.942 -2.177 0.1672 0.0022 -0.0209 0.0867
N 2.116 -1.984 -2.412 -0.2224 -0.3915 -0.4127 0.1413
C 1.142 -1.000 -2.205 -0.3938 0.4174 0.0174 -0.2426
C 1.489 0.315 -1.902 -0.0837 0.0216 -0.1660 -0.0159
C 0.500 1.260 -1.700 0.0712 -0.0204 0.0548 -0.0542
C -0.837 0.914 -1.790 -0.1139 -0.1188 0.0083 -0.0366
C -1.192 -0.392 -2.111 0.2980 0.0896 -0.1365 -0.1275
C -2.616 -0.837 -2.253 0.1907 0.1934 0.1510 -0.4450
O -2.943 -1.678 -3.070 -0.0496 -0.2306 -0.1408 0.0666
N -3.465 -0.237 -1.391 -0.1260 0.2765 0.2835 0.1201
C -4.901 -0.501 -1.292 -0.2858 -0.1585 -0.1307 -0.5903
C -5.454 0.406 -0.193 0.1613 -0.1349 -0.1986 -0.0428
C -5.124 -1.972 -0.930 0.0668 0.1459 -0.0891 -0.0333
C -5.565 -0.178 -2.632 0.1046 -0.0695 0.1129 -0.0334
C -0.200 -1.337 -2.336 0.0688 0.0506 0.0503 0.0477
C 4.712 -0.716 -0.292 -0.2264 -0.1461 -0.1369 -0.0069
C 4.906 0.019 0.860 -0.1329 0.1700 0.3380 0.0166
H 1.819 2.627 5.654 -0.0888 0.0194 0.0382 0.0784
H 2.421 3.976 4.700 -0.0634 0.0747 0.0023 0.0783
H 3.119 3.643 6.291 0.0141 0.0438 0.0726 0.0729
H 4.038 1.474 5.427 0.0939 0.0001 -0.0674 0.1252
H 4.646 2.829 4.485 0.0476 -0.1097 -0.0023 0.1253
H 1.926 -0.555 2.368 -0.0333 0.0109 0.0269 0.1218
H 1.580 -1.845 0.308 -0.1004 -0.0050 -0.0283 0.1277
H 1.923 -2.667 -3.135 0.1575 0.0660 0.1188 0.1623
H 2.528 0.598 -1.841 0.0569 0.0456 -0.0059 0.1203
H 0.778 2.278 -1.475 0.0301 0.0901 0.0125 0.1091
H -1.594 1.672 -1.650 -0.0806 0.0626 0.0055 0.1101
H -3.075 0.387 -0.704 0.0786 -0.0891 -0.0600 0.1283
H -4.978 0.188 0.761 0.0394 -0.0210 0.1314 0.0839
H -5.285 1.453 -0.439 0.0031 0.1345 -0.0190 0.0838
H -6.523 0.248 -0.085 -0.0930 -0.0209 0.0089 0.0869
H -4.646 -2.206 0.019 0.0249 -0.0215 0.1138 0.0853
H -4.698 -2.606 -1.702 -0.0046 -0.0847 -0.0248 0.0765
H -6.187 -2.182 -0.848 -0.1534 -0.0258 0.0288 0.0838
H -5.137 -0.801 -3.412 -0.0278 -0.0227 -0.0795 0.0757
H -6.634 -0.366 -2.576 -0.1558 -0.0107 0.0153 0.0842
H -5.405 0.866 -2.892 -0.0084 0.1201 -0.0173 0.0857
H -0.492 -2.341 -2.606 -0.0259 -0.1178 -0.0077 0.1280
H 5.493 -0.789 -1.034 0.0842 -0.0234 -0.0549 0.1244
H 5.835 0.536 1.043 0.0928 0.0656 0.0229 0.1216
```
Forces are in eV/Å.

Calculated values
Structure (SMILES) ... CCC(=O)Oc1ccc(C(=O)Nc2cccc(C(=O)NC(C)(C)C)c2)cc1
HOMO ... -8.8 eV

=====

Record 2
Formula: C21H24N3OSe2Ti
Source: the OMol25 dataset
Level of theory: ωB97M-V/def2-TZVPD

XYZ file:
```
52
Properties=species:S:1:pos:R:3:forces:R:3:lowdin_charge:R:1
Ti -0.050 0.198 0.188 0.1683 0.9391 0.2638 0.6316
C -1.826 3.426 1.557 -0.0385 0.0415 -0.0106 -0.3562
Se -1.908 2.328 -0.046 0.2264 -0.2176 0.1007 0.9585
C -3.509 1.294 0.380 0.0233 -0.0292 0.0468 -0.5169
C -3.469 0.541 1.697 0.0060 0.0447 -0.0460 -0.5082
Se -2.079 -0.839 1.783 0.0632 -0.0368 -0.0421 0.9907
C -1.058 -0.184 3.316 -0.0702 -0.0591 0.0432 -0.3546
H -2.750 3.989 1.654 -0.0081 -0.0063 -0.0117 0.0419
H -1.001 4.121 1.419 0.0044 -0.0054 0.0057 0.0290
H -1.654 2.823 2.444 0.0093 0.0045 0.0082 0.0136
H -3.630 0.614 -0.464 0.0080 0.0117 -0.0189 0.0675
H -4.346 1.993 0.371 -0.0170 -0.0045 -0.0019 0.0788
H -4.418 0.025 1.842 -0.0130 0.0098 0.0207 0.0733
H -3.322 1.206 2.546 0.0015 0.0013 0.0091 0.0622
H -1.731 0.031 4.142 -0.0309 -0.0087 -0.0152 0.0404
H -0.485 0.710 3.068 -0.0070 0.0233 -0.0020 0.0190
H -0.383 -0.986 3.606 0.0155 -0.0066 -0.0333 0.0274
N -1.599 -9.592 -2.269 0.0009 0.0137 0.0052 0.1714
C -1.367 -8.493 -2.033 0.0409 0.1273 0.0174 -0.1723
C -1.077 -7.111 -1.736 -0.0353 -0.1101 -0.0166 -0.2193
C -2.004 -6.347 -1.033 -0.0401 -0.0078 0.0197 -0.0059
C -1.727 -5.020 -0.750 -0.0206 0.0002 0.0040 -0.0046
C -0.527 -4.453 -1.161 0.0647 0.0709 -0.0138 -0.2084
C 0.398 -5.220 -1.860 -0.0120 -0.0111 0.0058 -0.0076
C 0.125 -6.546 -2.151 0.0434 -0.0043 -0.0228 -0.0048
C -0.231 -3.020 -0.847 0.0103 0.0085 0.0432 -0.0458
C 0.630 -2.795 0.240 0.1251 0.1800 0.1683 -0.2630
C 1.303 -3.773 1.000 0.0500 -0.1651 0.1410 0.0011
C 2.087 -3.111 1.933 -0.0160 -0.1513 -0.1007 -0.0563
C 1.871 -1.748 1.720 -0.2470 0.0206 -0.1480 -0.1559
N 0.997 -1.534 0.721 0.1047 -0.0602 -0.0733 -0.0931
C -0.819 -2.070 -1.679 -0.0651 0.0142 -0.2420 -0.2463
C -1.599 -2.352 -2.835 -0.0715 -0.0062 -0.0990 0.0033
C -1.899 -1.152 -3.439 0.0688 -0.1432 0.0950 -0.0486
C -1.303 -0.161 -2.635 0.0673 -0.0024 0.1046 -0.1524
N -0.660 -0.680 -1.587 -0.2134 -0.2803 -0.1985 -0.0739
H -2.934 -6.796 -0.712 0.0028 0.0127 0.0014 0.1258
H -2.445 -4.421 -0.203 -0.0011 -0.0052 -0.0016 0.1264
H 1.333 -4.777 -2.180 -0.0052 -0.0040 -0.0016 0.1315
H 0.839 -7.146 -2.699 -0.0062 0.0050 0.0034 0.1265
H 1.218 -4.839 0.866 0.0091 0.0148 0.0063 0.1198
H 2.742 -3.547 2.670 -0.0067 -0.0148 -0.0123 0.1034
H 2.310 -0.925 2.268 -0.0093 0.0479 -0.0253 0.1128
H -1.878 -3.337 -3.175 0.0123 0.0056 0.0026 0.1208
H -2.458 -0.987 -4.344 0.0010 -0.0107 -0.0005 0.1046
H -1.324 0.909 -2.797 0.0023 0.0073 0.0213 0.1023
C 2.642 2.268 -0.225 -0.0155 0.0297 0.0249 -0.0649
O 1.736 1.222 -0.624 -0.1587 -0.3154 -0.0197 -0.2168
H 3.081 2.737 -1.103 -0.0138 -0.0031 -0.0175 0.0981
H 3.425 1.870 0.418 -0.0009 -0.0129 0.0063 0.0956
H 2.060 3.006 0.320 -0.0291 -0.0079 0.0063 0.0881
H 2.201 0.582 -1.178 0.0227 0.0553 -0.0003 0.1107
```
Forces are in eV/Å.

Calculated values
HOMO (spin up / spin down) ... -9.8 / -10.5 eV
Net charge ... +1
Multiplicity ... 3

=====

Record 3
Formula: C21H24N6O3S2
Source: the OMol25 dataset
Level of theory: ωB97M-V/def2-TZVPD

XYZ file:
```
56
Properties=species:S:1:pos:R:3:forces:R:3:lowdin_charge:R:1
C 2.872 3.918 -2.228 -0.2864 -0.1543 0.3412 -0.0576
C 2.316 3.906 -0.816 0.4477 0.4076 0.0537 -0.2183
O 1.464 2.772 -0.660 -0.0648 -0.1121 -0.3405 -0.0670
C 1.364 2.239 0.569 0.1630 0.1720 0.5119 -0.5208
O 1.974 2.638 1.532 -0.0002 0.0135 -0.1546 0.1118
C 0.419 1.133 0.567 -0.3923 -0.4414 -0.0443 -0.3473
S -0.438 0.732 -0.892 -0.1727 -0.5503 0.5438 1.1515
C -1.278 -0.509 0.029 0.9103 0.9318 -0.2633 -0.5878
N -2.252 -1.280 -0.556 -0.5740 0.0443 -0.2832 -0.0442
C -3.259 -0.566 -1.339 -0.2208 -0.0307 -0.0973 -0.0944
C -3.796 0.603 -0.561 -0.1039 0.0934 -0.0712 -0.2337
C -3.707 1.895 -1.059 -0.0937 -0.1245 0.0122 -0.0623
C -4.166 2.966 -0.311 -0.0316 0.1081 -0.0116 -0.0802
C -4.708 2.753 0.944 -0.0087 0.0891 0.0068 -0.0878
C -4.797 1.466 1.448 -0.0347 -0.0514 0.0615 -0.0733
C -4.345 0.395 0.699 -0.0071 0.0250 -0.0891 -0.0286
C -2.365 -2.641 -0.390 0.2366 -0.1176 0.1483 -0.5006
O -3.351 -3.243 -0.743 -0.1513 -0.2174 -0.0203 0.0902
C -1.136 -3.338 0.150 0.2357 -0.2318 -0.1190 -0.3215
S 0.230 -3.055 -1.026 0.0219 -0.2721 -0.1438 0.9967
C 1.401 -2.338 0.043 -0.0894 -0.0273 -0.0204 -0.6438
N 1.471 -2.444 1.336 -0.7699 -0.6803 -0.6123 0.0341
N 2.523 -1.709 1.740 1.1201 0.6533 0.3480 0.0614
C 3.091 -1.162 0.701 -0.1421 -0.0921 -0.0836 -0.2706
C 4.257 -0.294 0.769 0.2149 0.1642 -0.0560 -0.1904
C 4.429 0.853 -0.191 -0.0062 0.2054 0.0412 -0.1193
C 5.321 -0.336 -0.297 0.1729 -0.0786 -0.0091 -0.0996
N 2.405 -1.533 -0.431 -0.3077 -0.3272 0.4297 -0.0765
N 2.644 -1.155 -1.748 -0.0597 -0.0123 -0.3748 0.1137
N -0.930 -0.581 1.267 -0.7862 -0.6021 0.1918 0.1492
C 0.015 0.325 1.607 0.6866 0.7542 -0.4852 -0.3283
C 0.511 0.371 3.000 0.0670 0.0406 0.1635 -0.0044
H 3.488 3.040 -2.404 0.0825 -0.0692 -0.0395 0.0682
H 3.478 4.808 -2.371 0.0664 0.0910 -0.0418 0.0794
H 2.058 3.924 -2.948 -0.0344 0.0330 -0.1352 0.0774
H 1.722 4.807 -0.624 0.0911 -0.1266 0.0415 0.1316
H 3.114 3.849 -0.067 -0.1582 0.0655 -0.1356 0.1169
H -4.046 -1.294 -1.556 0.1758 0.1426 -0.0444 0.1338
H -2.808 -0.232 -2.281 -0.1151 -0.0207 0.0065 0.1236
H -3.275 2.064 -2.036 0.0683 0.0074 -0.0917 0.1075
H -4.093 3.968 -0.707 0.0047 0.0879 -0.0243 0.1024
H -5.060 3.589 1.531 -0.0259 0.0699 0.0496 0.1013
H -5.219 1.295 2.427 -0.0396 -0.0143 0.0847 0.1040
H -4.410 -0.610 1.090 0.0128 -0.1186 0.0706 0.1223
H -1.328 -4.409 0.199 -0.0709 0.1708 0.0405 0.0913
H -0.806 -2.953 1.113 -0.0751 -0.0597 0.0089 0.0677
H 4.569 -0.147 1.794 0.0338 0.0360 -0.0547 0.1453
H 3.678 0.984 -0.953 -0.0497 -0.0345 -0.0610 0.0760
H 4.828 1.772 0.210 0.0643 0.0486 0.0887 0.1047
H 5.172 -1.004 -1.130 -0.0691 -0.0218 -0.0488 0.0905
H 6.347 -0.250 0.025 0.0571 0.0505 0.0782 0.1000
H 2.771 -1.983 -2.328 0.0282 0.1209 0.2050 0.1037
H 1.840 -0.639 -2.108 0.0667 -0.0827 0.2156 0.0727
H -0.317 0.204 3.684 -0.0770 0.0197 0.0621 0.0877
H 0.996 1.322 3.197 0.0055 -0.0129 0.0955 0.0748
H 1.237 -0.431 3.141 -0.0155 0.0382 0.0556 0.0670
```
Forces are in eV/Å.

Calculated values
Structure (SMILES) ... CCOC(=O)c1sc(N(Cc2ccccc2)C(=O)CSc2nnc(C3CC3)n2N)nc1C
HOMO ... -8.4 eV

=====

Record 4
Formula: C21H25ClN2O4S
Source: the OMol25 dataset
Level of theory: ωB97M-V/def2-TZVPD

XYZ file:
```
54
Properties=species:S:1:pos:R:3:forces:R:3:lowdin_charge:R:1
C 3.539 -3.649 -2.792 0.0290 -0.0653 0.0239 -0.0466
C 2.560 -3.522 -1.667 -0.0394 0.0396 0.0665 -0.2669
C 2.887 -2.804 -0.521 -0.1113 -0.0666 -0.0362 -0.0383
C 1.990 -2.702 0.527 0.1017 0.0521 0.1315 -0.0808
C 0.760 -3.322 0.430 -0.4186 0.0655 0.5727 -0.2689
S -0.435 -3.103 1.742 -0.1415 0.1961 -0.0095 0.6722
O -1.306 -4.239 1.786 0.0069 -0.0107 -0.3485 -0.2792
O 0.248 -2.702 2.936 0.2182 0.1541 -0.2105 -0.2801
N -1.358 -1.796 1.252 0.4640 -0.8681 0.4934 -0.2367
C -2.268 -2.046 0.163 -0.3883 -0.2971 -0.2589 -0.1899
C -3.502 -1.140 0.223 0.0891 -0.0390 -0.1737 -0.0576
C -3.240 0.231 -0.374 -0.2524 -0.2178 0.1144 -0.4596
O -3.784 0.589 -1.403 -0.2218 -0.0745 -0.3188 0.0515
N -2.361 1.022 0.287 0.0801 0.3424 0.0073 -0.0477
C -2.005 2.299 -0.298 -0.1157 0.3113 0.0026 -0.0992
C -2.329 3.487 0.621 -0.1121 -0.1574 -0.3618 -0.1634
O -1.390 3.720 1.650 0.1373 0.0049 0.2745 -0.1523
C -0.281 4.523 1.300 0.0427 0.1083 0.1070 -0.1613
C 0.766 3.798 0.489 0.0087 0.0826 -0.0741 -0.2145
C 1.105 4.212 -0.793 -0.0341 0.0010 0.1899 -0.0410
C 2.045 3.510 -1.529 0.0360 -0.0386 -0.0281 -0.0670
C 2.649 2.382 -1.003 0.0084 -0.0355 -0.0067 -0.1012
C 2.311 1.974 0.279 -0.1666 0.2208 -0.0302 -0.6505
Cl 3.059 0.570 0.954 0.1392 -0.1186 0.0992 0.7261
C 1.385 2.676 1.029 0.0456 0.0243 -0.0946 -0.0680
C -1.673 0.619 1.494 0.2463 -0.4281 0.0993 -0.1024
C -0.681 -0.525 1.259 0.2405 0.4973 0.2838 -0.1765
C 0.416 -4.048 -0.694 -0.1059 -0.1311 -0.1179 -0.0539
C 1.318 -4.147 -1.738 -0.0192 0.0709 0.0893 -0.0274
H 3.026 -3.742 -3.746 0.0166 0.0063 -0.0863 0.0787
H 4.149 -4.541 -2.650 0.0767 -0.0383 -0.0581 0.0883
H 4.205 -2.790 -2.828 0.0587 0.0405 -0.0528 0.0776
H 3.851 -2.322 -0.449 0.0948 0.0638 0.0029 0.1084
H 2.231 -2.165 1.430 0.0853 0.0804 0.0737 0.0859
H -2.579 -3.085 0.278 -0.1138 0.1283 -0.2126 0.1139
H -1.770 -1.925 -0.812 -0.0357 -0.0429 0.0500 0.1386
H -3.841 -1.059 1.256 -0.0362 -0.0400 0.0435 0.1260
H -4.299 -1.588 -0.372 0.0639 0.1149 0.0444 0.1253
H -0.941 2.306 -0.555 -0.1252 -0.0058 -0.0669 0.1214
H -2.594 2.388 -1.213 0.1616 0.0360 0.1118 0.1252
H -3.278 3.294 1.129 0.0175 0.0511 -0.1322 0.1366
H -2.438 4.391 0.008 -0.0016 -0.0120 0.0419 0.1253
H -0.619 5.418 0.759 0.0514 -0.0583 0.0605 0.1251
H 0.149 4.833 2.258 -0.0322 0.0550 -0.1481 0.1364
H 0.632 5.085 -1.217 -0.0786 0.0962 -0.0350 0.1145
H 2.304 3.839 -2.523 0.0300 0.0125 -0.0993 0.1079
H 3.376 1.826 -1.573 0.0721 -0.0722 -0.0352 0.1045
H 1.137 2.353 2.028 -0.0074 -0.0827 0.1332 0.1205
H -1.148 1.496 1.870 -0.0583 -0.1491 0.0000 0.1071
H -2.390 0.301 2.255 0.0890 0.0844 0.0531 0.1375
H 0.029 -0.572 2.086 0.0445 0.2364 -0.0789 0.1114
H -0.133 -0.353 0.319 0.0026 0.0275 0.0719 0.1350
H -0.544 -4.539 -0.728 -0.1063 -0.1002 -0.0788 0.1143
H 1.058 -4.715 -2.619 -0.0360 -0.0548 -0.0887 0.1158
```
Forces are in eV/Å.

Calculated values
Structure (SMILES) ... Cc1ccc(S(=O)(=O)N2CCC(=O)N(CCOCc3cccc(Cl)c3)CC2)cc1
HOMO ... -9.1 eV

=====

Record 5
Formula: C21H25ClN2Pt
Source: the OMol25 dataset
Level of theory: ωB97M-V/def2-TZVPD

XYZ file:
```
50
Properties=species:S:1:pos:R:3:forces:R:3:lowdin_charge:R:1
C -3.689 -3.117 1.225 -0.1118 -0.5300 0.6923 -0.3371
C -4.152 -2.485 2.429 -0.2631 1.3144 1.1133 -0.0261
C -4.279 -2.810 -0.031 -0.4077 0.9726 -2.0954 -0.0131
C -2.920 -4.323 1.355 1.2866 -1.0221 -0.2305 -0.0231
Cl -1.159 -1.351 1.238 -1.7582 -2.5021 2.0305 0.2111
H -5.198 -3.426 -0.067 0.0581 0.0057 0.0594 0.1593
H -3.694 -3.098 -0.915 -0.0451 -0.1990 0.4140 0.1178
H -4.612 -1.774 -0.183 0.0143 -0.2700 0.4411 0.1129
H -5.025 -3.081 2.757 0.1273 0.0009 -0.0763 0.1562
H -4.517 -1.456 2.306 0.0158 -0.3518 -0.1922 0.1140
H -3.440 -2.495 3.259 -0.0353 -0.2659 -0.2119 0.1156
H -3.674 -5.108 1.554 0.0380 0.0600 0.0322 0.1565
H -2.214 -4.348 2.189 -0.2954 0.1550 0.0577 0.1173
H -2.392 -4.634 0.446 -0.2827 0.1426 0.0969 0.1156
C -0.898 2.732 -0.961 -0.9504 -0.1790 0.0828 -0.0436
C -1.714 2.007 -1.855 -0.4682 -0.3702 0.4591 -0.0616
C -2.399 0.980 -1.141 0.0315 1.3789 -0.6316 -0.0722
H -1.875 2.278 -2.899 0.2905 -0.4090 0.2817 0.1254
C -2.139 1.154 0.262 1.3061 1.4311 -0.3468 -0.2071
C -1.094 2.182 0.373 -1.3794 -0.9626 -0.6521 -0.2570
H -0.881 2.667 1.313 -0.0254 -0.0014 -0.0467 0.1026
H -0.337 3.642 -1.192 -0.1348 -0.5641 -0.0139 0.1254
H -3.055 0.228 -1.569 0.0803 0.2564 0.0662 0.1117
H -2.727 0.849 1.122 0.1960 -0.2748 -0.3699 0.0918
C 1.417 -0.880 -0.856 -1.2844 -0.9274 -1.9438 -0.2831
C 1.855 -0.014 -1.961 -0.7709 -0.8912 -0.3844 -0.0270
C 0.848 -0.010 -2.947 -0.8250 -1.1204 0.7104 -0.0411
H 2.843 0.412 -2.076 -0.1695 0.1477 0.2123 0.1210
C -0.229 -0.868 -2.529 1.7359 0.9476 -0.9808 -0.0557
C 0.136 -1.487 -1.306 1.9450 0.9109 0.5442 -0.1988
H -0.241 -2.419 -0.904 -0.1375 0.3376 -0.0311 0.0746
H 2.073 -1.441 -0.206 -0.0200 0.2136 0.1201 0.0951
H 0.927 0.449 -3.918 -0.1268 0.2860 0.0703 0.1154
H -1.119 -1.092 -3.085 -0.1317 0.0198 -0.2096 0.1132
Pt 0.050 0.248 0.367 1.7671 2.0295 0.5126 0.9430
N 2.779 3.644 0.731 -1.2150 -0.7082 0.4614 0.1489
C 1.588 2.994 0.752 1.4435 0.4556 -0.0516 -0.1393
N 1.773 1.675 0.687 -0.4038 0.0057 0.2330 -0.0084
C 3.172 1.443 0.669 0.7962 1.2799 -0.4806 -0.1850
C 4.059 0.370 0.420 -0.4420 0.2296 0.2072 -0.0209
C 5.431 0.631 0.308 -1.0344 -0.4800 0.0439 -0.0517
C 5.968 1.918 0.430 0.1140 0.6277 0.2295 -0.0464
C 5.133 3.011 0.658 0.4021 -1.6333 -0.2423 0.0169
C 3.781 2.711 0.726 0.0759 0.4834 -0.2363 -0.2018
H 2.907 4.634 0.685 -0.0242 0.3982 0.1665 0.1717
H 0.684 3.614 0.828 0.6279 -0.8881 -0.1108 0.1261
H 3.630 -0.615 0.294 0.6293 -0.0135 0.1578 0.0817
H 6.085 -0.212 0.111 -0.0087 0.1347 0.0402 0.1162
H 7.051 2.054 0.342 -0.4772 -0.0260 0.0558 0.1242
H 5.480 4.017 0.763 0.2473 0.3649 -0.0537 0.1190
```
Forces are in eV/Å.

Calculated values
HOMO (spin up / spin down) ... -12.9 / -13.9 eV
Net charge ... +2
Multiplicity ... 5

=====

Q: What is the formula in the fourth record?
A: C21H25ClN2O4S